C3H3I3 as an isolated structure at a distorted geometry. Source: the OMol25 dataset; level of theory: ωB97M-V with the def2-TZVPD basis set.

Structure (XYZ):
```
9
Properties=species:S:1:pos:R:3:nbo_charge:R:1
I 0.55055 -2.54171 -0.00903 0.21
I 3.29664 -0.16000 -0.02674 0.26
I 0.97292 2.54982 -0.01183 0.23
C 0.10713 -0.51153 0.05241 -0.18
C 1.33328 0.49782 -0.05544 -0.54
C -1.28919 -0.04732 0.02114 -0.71
H -1.92135 -0.71188 0.60950 0.24
H -1.67414 -0.03803 -1.00179 0.24
H -1.37584 0.96283 0.42176 0.24
```

Results
total charge	0
LUMO energy	-0.0046	hartree
highest occupied orbital energy	-8.19	eV
energy relative to the best compared isomer or geometry (same formula, charge and spin)	119.6	kJ/mol
energy	-27459.402	eV
frontier orbital gap	8.06	eV
multiplicity	1